{
  "formula": "C32H78Cl6N9O7P3",
  "method": "wB97M-V/def2-TZVPD",
  "molar_mass_g_mol": 1006.67,
  "homo_ev": -8.09,
  "energy_ha": -6070.9868,
  "total_charge": 0,
  "species": ["C", "N", "C", "P", "O", "N", "C", "C", "N", "C", "C", "H", "H", "H", "H", "H", "H", "H", "H", "H", "H", "H", "H", "H", "H", "H", "H", "H", "H", "C", "N", "C", "P", "O", "N", "C", "C", "N", "C", "C", "H", "H", "H", "H", "H", "H", "H", "H", "H", "H", "H", "H", "H", "H", "H", "H", "H", "H", "C", "N", "C", "P", "O", "N", "C", "C", "N", "C", "C", "H", "H", "H", "H", "H", "H", "H", "H", "H", "H", "H", "H", "H", "H", "H", "H", "H", "H", "O", "C", "C", "C", "C", "O", "H", "H", "H", "H", "H", "H", "O", "C", "C", "C", "C", "O", "H", "H", "H", "H", "H", "H", "Cl", "C", "C", "Cl", "H", "H", "H", "H", "Cl", "C", "C", "Cl", "H", "H", "H", "H", "Cl", "C", "C", "Cl", "H", "H", "H", "H"],
  "xyz": [[-2.113257, -3.483028, 0.102107], [-2.545423, -4.844004, -0.096436], [-2.320649, -5.792096, 0.987726], [-2.778140, -5.433033, -1.630644], [-2.739578, -6.902786, -1.641381], [-4.173352, -4.694738, -2.138812], [-4.661040, -5.043476, -3.461928], [-5.177114, -4.266534, -1.163372], [-1.572534, -4.761141, -2.560929], [-0.336140, -5.515693, -2.682244], [-1.740453, -3.667284, -3.511656], [-2.309375, -3.172177, 1.126485], [-2.640802, -2.848204, -0.617888], [-1.047730, -3.374152, -0.153125], [-3.089836, -6.564567, 1.007831], [-2.312649, -5.261115, 1.938251], [-1.384814, -6.352425, 0.867987], [-5.749421, -5.043696, -3.484930], [-4.328880, -4.341290, -4.232902], [-4.304330, -6.033566, -3.760295], [-5.600987, -5.092201, -0.589722], [-4.760334, -3.512951, -0.493319], [-5.973609, -3.743563, -1.696462], [-0.382822, -6.252534, -3.491057], [0.494504, -4.841116, -2.903875], [-0.073476, -6.016116, -1.750530], [-2.284748, -2.840539, -3.058798], [-2.264156, -3.975073, -4.421187], [-0.766101, -3.270672, -3.795643], [-2.457097, -0.703482, 4.981246], [-1.770060, 0.567557, 5.004572], [-2.538870, 1.640404, 5.572871], [-0.146421, 0.670420, 4.686339], [0.746286, 0.203236, 5.763539], [0.023473, -0.198946, 3.299705], [1.250507, -0.964199, 3.096851], [-0.916014, -0.225713, 2.195851], [0.182967, 2.262971, 4.332677], [-0.570371, 2.973709, 3.323200], [0.689834, 3.092539, 5.439383], [-1.806667, -1.472484, 4.563807], [-3.369576, -0.640244, 4.381291], [-2.691325, -1.044956, 5.996294], [-2.078662, 2.611076, 5.414441], [-2.723770, 1.482728, 6.642095], [-3.520807, 1.703041, 5.082697], [2.066636, -0.563858, 3.688842], [1.087833, -2.028924, 3.315290], [1.528506, -0.961213, 2.039942], [-1.935377, -0.112536, 2.558421], [-0.627220, 0.515817, 1.449734], [-0.920577, -1.197607, 1.691940], [0.078825, 3.710221, 2.837030], [-0.958793, 2.302074, 2.561103], [-1.428031, 3.525021, 3.734765], [-0.014834, 3.136405, 6.276868], [0.878911, 4.100049, 5.072640], [1.603650, 2.645564, 5.822430], [6.063757, 2.013966, -0.307146], [6.370428, 2.025941, 1.122696], [7.681481, 1.428532, 1.392550], [5.125256, 1.443986, 2.060476], [4.787123, 0.024918, 1.853024], [5.643328, 1.729337, 3.602176], [6.316606, 2.955421, 4.024821], [4.885350, 1.093589, 4.665982], [3.871428, 2.469047, 1.703256], [4.039921, 3.914071, 1.752380], [2.497791, 1.989115, 1.643195], [6.843310, 2.562108, -0.838947], [5.122623, 2.527889, -0.499617], [5.992556, 1.000078, -0.718442], [8.106501, 1.765127, 2.334851], [8.356924, 1.711752, 0.588819], [7.625379, 0.336671, 1.484815], [6.655842, 2.838072, 5.052516], [7.170401, 3.188767, 3.398617], [5.641622, 3.818544, 3.990080], [4.424406, 0.176208, 4.292778], [5.557065, 0.762027, 5.460468], [4.086655, 1.731572, 5.060537], [3.653652, 4.347791, 2.678187], [5.101968, 4.137234, 1.659320], [3.555180, 4.360793, 0.879946], [2.160402, 1.530154, 2.578752], [2.394722, 1.221213, 0.869496], [1.820243, 2.805759, 1.397617], [2.748104, -3.947860, -3.147728], [2.910397, -3.212638, -2.219986], [2.046628, -2.032159, -1.801956], [2.604874, -1.687088, -0.422722], [4.045573, -2.160598, -0.538876], [3.971988, -3.318593, -1.388652], [2.292489, -1.226807, -2.502446], [0.981305, -2.232705, -1.785304], [2.522557, -0.646122, -0.123464], [2.141186, -2.325491, 0.331982], [4.745701, -1.430368, -0.950448], [4.420283, -2.412684, 0.451121], [-0.839875, -0.094385, -4.793165], [-1.149966, 0.727100, -5.605471], [-2.512453, 1.332764, -5.868636], [-2.281927, 2.375529, -6.955196], [-0.758204, 2.452207, -7.084018], [-0.222238, 1.309043, -6.405317], [-3.200355, 0.574899, -6.244911], [-2.919822, 1.666923, -4.918206], [-2.743143, 2.083484, -7.901780], [-2.751311, 3.340765, -6.760468], [-0.333751, 2.492719, -8.084627], [-0.372608, 3.346743, -6.579455], [-1.166792, -0.399402, -1.235270], [-0.414795, 1.105660, -1.836020], [-0.389793, 2.190853, -0.796390], [-2.009968, 2.583065, -0.160348], [-0.961957, 1.363113, -2.738254], [0.601108, 0.843255, -2.131561], [-0.021456, 3.066344, -1.333179], [0.251122, 1.923440, 0.035761], [-4.158352, 3.856875, -3.480024], [-3.521610, 5.463952, -3.072037], [-2.088913, 5.452270, -2.596631], [-1.004427, 4.599235, -3.735078], [-4.136155, 5.876800, -2.275415], [-3.603634, 6.065344, -3.973136], [-1.979446, 4.917524, -1.658445], [-1.764491, 6.485334, -2.499046], [-4.161729, -0.721180, -3.353576], [-4.438626, -0.176049, -1.676534], [-5.880516, -0.397294, -1.300921], [-6.141075, 0.190013, 0.362323], [-4.140306, 0.858274, -1.532839], [-3.797684, -0.821478, -1.086489], [-6.139248, -1.449414, -1.373456], [-6.554364, 0.150242, -1.956025]],
  "atomic_forces_ev_per_a": [[0.357, -0.221, -0.773], [-0.507, -0.423, 0.486], [0.185, -0.418, -0.204], [0.660, 0.366, -0.062], [-0.159, -0.337, 0.100], [-0.165, 0.405, 0.241], [0.114, -0.134, -0.505], [0.211, 0.417, -0.297], [-0.209, 0.264, -0.203], [0.385, -0.013, -0.205], [-0.106, 0.011, 0.241], [-0.031, 0.150, -0.009], [-0.067, 0.178, 0.254], [0.021, 0.162, 0.320], [-0.147, 0.191, 0.004], [-0.013, 0.009, 0.032], [0.098, 0.248, 0.138], [-0.018, -0.135, 0.112], [-0.030, 0.099, 0.125], [-0.129, -0.017, 0.052], [-0.054, 0.012, 0.067], [0.043, -0.243, 0.201], [-0.076, -0.239, -0.090], [0.021, -0.102, 0.138], [-0.134, 0.052, -0.033], [-0.221, -0.155, -0.012], [-0.145, -0.012, -0.045], [0.100, 0.046, -0.084], [0.069, -0.106, 0.015], [0.327, -0.384, 0.296], [-0.053, 0.215, -0.701], [-0.552, 0.196, 0.096], [0.077, -0.292, 0.288], [0.227, 0.064, -0.122], [0.078, -0.477, -0.052], [-0.240, -0.438, -0.412], [0.137, -0.335, 0.134], [-0.095, 0.353, 0.503], [-0.023, 0.315, -0.048], [-0.139, -0.450, -0.128], [-0.034, 0.066, -0.123], [-0.059, -0.026, 0.087], [-0.210, 0.114, -0.044], [0.194, -0.097, 0.201], [0.078, 0.115, 0.010], [0.064, -0.114, 0.032], [0.036, -0.143, 0.073], [0.103, 0.147, 0.330], [0.076, 0.410, 0.068], [-0.024, 0.531, -0.161], [-0.409, 0.009, -0.119], [0.305, -0.036, 0.111], [-0.044, -0.041, -0.050], [0.066, -0.033, 0.031], [0.058, -0.021, -0.050], [-0.012, 0.195, -0.034], [0.060, 0.018, -0.028], [0.068, 0.093, 0.003], [-0.022, 0.228, -0.191], [0.218, 0.160, -0.072], [-0.014, -0.337, 0.282], [0.083, 0.163, 0.150], [-0.592, -0.166, -0.088], [0.677, 0.086, 0.408], [-0.486, 0.103, -0.211], [-0.206, -0.677, -0.083], [-0.340, 0.174, -0.295], [0.287, -0.329, -0.241], [0.070, -0.648, 0.037], [0.029, -0.085, 0.000], [-0.021, -0.058, 0.071], [0.058, 0.012, 0.035], [-0.064, 0.227, 0.005], [0.068, -0.086, -0.001], [0.043, 0.024, -0.343], [0.058, -0.077, 0.006], [0.078, -0.027, -0.092], [0.047, 0.028, 0.164], [-0.021, 0.156, -0.089], [-0.029, 0.300, 0.138], [0.116, 0.052, 0.117], [-0.084, 0.110, -0.046], [-0.015, 0.116, 0.133], [-0.163, 0.124, 0.137], [-0.025, 0.227, -0.027], [0.018, 0.068, 0.005], [0.129, 0.146, 0.038], [-0.034, -0.159, -0.026], [-0.273, 0.069, -0.028], [0.566, 0.354, 0.461], [0.093, -0.280, -0.222], [0.001, 0.197, 0.712], [0.252, 0.163, 0.036], [-0.324, -0.048, -0.126], [-0.025, -0.141, -0.389], [-0.002, 0.005, -0.019], [-0.208, 0.172, 0.022], [-0.182, 0.022, -0.269], [0.184, -0.355, -0.187], [-0.121, -0.148, -0.010], [0.194, 0.225, -0.038], [-0.183, -0.326, -0.350], [-0.337, 0.301, -0.561], [0.304, 0.703, 0.428], [-0.088, -0.042, -0.040], [0.142, -0.227, 0.266], [0.012, 0.307, -0.018], [0.172, -0.339, 0.079], [0.313, 0.046, 0.360], [-0.313, -0.312, -0.146], [-0.053, -0.140, 0.097], [0.233, -0.113, 0.026], [-0.190, -0.579, -0.168], [0.027, 0.035, -0.647], [-0.002, 0.061, -0.021], [-0.065, 0.201, 0.093], [0.025, 0.087, 0.056], [0.087, 0.183, 0.388], [-0.011, 0.108, 0.089], [-0.078, -0.153, 0.137], [0.187, 0.099, -0.146], [-0.102, -0.403, 0.036], [0.110, 0.168, -0.108], [-0.110, 0.041, -0.076], [-0.124, 0.063, 0.026], [-0.094, 0.114, 0.112], [0.202, -0.041, 0.012], [-0.131, 0.272, -0.133], [0.027, -0.468, 0.253], [-0.196, 0.106, -0.436], [-0.023, -0.113, 0.063], [0.085, 0.032, -0.267], [0.005, 0.159, 0.233], [-0.002, -0.040, 0.248], [0.035, 0.112, 0.053]],
  "mulliken_charge": [-0.4058, 0.5173, -1.0080, -0.2699, -0.8887, 0.5757, -1.1780, -1.0712, 0.4819, -0.6827, -0.6782, 0.4099, -0.4145, 0.3087, 0.2835, 0.3113, 0.2941, 0.4793, 0.2159, 0.3870, 0.2249, 0.2976, 0.4764, 0.2782, 0.1505, 0.2147, -0.0531, 0.2926, 0.4161, -1.1727, 0.5791, -0.9778, 0.1831, -0.9624, 0.9060, -1.1996, -0.6055, 0.9173, -1.1085, -1.1684, 0.2790, 0.3656, 0.3574, 0.2542, 0.2599, 0.3107, 0.1285, 0.4407, 0.3488, 0.3327, -0.6047, 0.3757, 0.3193, 0.1400, 0.4069, 0.3032, 0.4028, 0.2094, -0.9228, 0.0812, -1.0474, 0.3637, -0.9778, 0.3558, -0.9684, -1.1825, 0.8861, -1.2848, -0.3737, 0.4282, 0.2602, 0.2529, 0.2806, 0.4190, 0.2856, 0.4140, 0.3000, 0.1971, 0.2532, 0.4466, 0.3605, 0.2147, 0.4788, 0.3856, 0.1190, -0.5804, 0.3084, -0.6104, 0.3295, 0.4521, 1.5381, -0.5325, -0.3840, 0.2693, -0.4242, -1.1072, 0.0124, 0.1395, 0.3587, -0.4436, 0.3969, 0.3695, -0.5345, -0.3754, -0.4199, 0.2654, -0.2902, 0.2852, 0.2742, 0.3501, 0.1463, 0.3661, -0.6744, 1.1894, -0.2199, -0.2109, 0.3758, 0.5563, -1.2517, -0.1085, -0.5676, -0.2814, -0.1411, 0.3465, 0.3316, 0.0834, 0.3762, -0.1773, 0.3574, -0.3237, -0.2230, 0.2581, -0.3367, 0.0464, 0.4237]
}